# 1
A cluster of 3 separate species, C27H30BF5N2O16S2 in total, computed with ωB97M-V/def2-TZVPD.

Last column: Mulliken charge in e.
Positions of all 83 atoms, in Å:
C 4.7651 -4.0745 2.4447  -0.95
C 3.7960 -3.4048 1.6375  -0.43
C 2.5988 -2.7083 0.7638  0.21
C 1.6821 -1.6068 1.5486  0.60
S 1.4043 -2.2777 3.2750  1.29
C 2.7593 -2.0042 4.5145  -0.80
O 0.1320 -1.5254 3.8307  -0.64
O 1.0569 -3.8166 3.2815  -0.68
C 2.2539 -0.0986 1.8576  -0.77
B 3.8667 0.2007 1.9034  0.55
N 4.3224 1.3117 2.8808  -0.65
O 4.9156 -0.4396 1.0875  -0.52
N 1.4422 0.9997 1.1376  -0.15
C 0.1974 0.2630 0.7081  -0.38
O -0.8227 1.0799 0.4602  -0.53
C 0.3406 -1.3938 0.5679  0.98
C -0.9919 -2.3184 0.8559  -1.30
O -2.2787 -1.5499 0.7698  0.09
C -3.2690 -2.2754 -0.0386  -0.25
C -4.4763 -1.1690 -0.3796  -0.56
O -5.2346 -0.7497 0.8060  -0.41
C -4.8525 0.5868 1.2827  0.17
C -4.0111 0.6079 2.6910  -0.78
S 0.5081 -1.5721 -1.2807  1.16
O 0.6898 -3.0420 -1.7918  -0.68
O -0.8824 -1.1245 -1.8855  -0.64
C 1.7851 -0.5318 -2.1307  0.51
F 2.9053 -0.0367 -1.3133  -0.26
F 2.4077 -1.3931 -3.2058  -0.26
C 1.1885 0.7865 -2.9538  0.49
F 0.5714 1.8079 -2.0780  -0.18
F 0.3517 0.4038 -4.1354  -0.19
F 2.4121 1.4465 -3.5469  -0.24
H 5.2618 -4.7006 3.3316  0.33
H 3.0802 -2.3474 -0.2401  0.18
H 1.8615 -3.5990 0.4647  0.61
H 3.8625 -1.9787 4.0594  0.22
H 2.6610 -2.7709 5.4053  0.33
H 2.6104 -0.9300 4.9996  0.34
H 1.9380 0.1560 2.9813  0.38
H 3.5648 2.0592 2.8962  0.30
H 5.1268 1.7804 2.4087  0.27
H 4.9902 -0.0419 0.1711  0.29
H 1.9603 1.5676 0.4358  0.37
H -1.1300 -3.1988 0.0604  0.43
H -1.0256 -2.8407 1.8991  0.30
H -3.7463 -3.1986 0.5128  0.29
H -2.8750 -2.6163 -1.1038  0.23
H -5.1821 -1.7341 -1.1587  0.28
H -3.9635 -0.3069 -0.9807  0.24
H -4.2752 1.2494 0.5108  0.08
H -5.8751 1.1626 1.5023  0.13
H -4.8119 0.8105 3.5510  0.21
H -3.2462 1.5202 2.7729  0.17
H -3.4187 -0.3739 2.9238  0.25
C 5.1508 -0.8359 -5.5841  -0.89
C 4.8869 -0.8111 -6.8920  0.43
C 5.3323 -1.9108 -7.7919  0.83
O 5.0586 -1.8696 -8.9863  -0.61
C 6.0999 -3.0176 -7.2000  -0.84
C 6.3667 -3.0404 -5.8928  0.35
C 5.8974 -1.9547 -4.9887  0.92
O 6.1423 -2.0127 -3.7884  -0.63
O 7.0899 -4.0762 -5.3303  -0.57
O 4.1879 0.2385 -7.4592  -0.56
H 4.8311 -0.0443 -4.9180  0.46
H 6.4329 -3.8013 -7.8684  0.41
H 7.1481 -3.8641 -4.3732  0.35
H 4.1245 0.0233 -8.4152  0.35
C -7.5737 6.5635 1.9981  -0.83
C -7.0527 5.5351 1.3260  0.31
C -6.4277 4.3844 2.0352  0.82
O -5.9743 3.4450 1.3911  -0.49
C -6.3757 4.4266 3.5049  -0.83
C -6.8937 5.4567 4.1766  0.42
C -7.5430 6.5938 3.4684  0.80
O -8.0265 7.5177 4.1140  -0.61
O -6.8457 5.5041 5.5578  -0.57
O -7.0755 5.5009 -0.0562  -0.59
H -8.0330 7.4053 1.4954  0.41
H -5.9028 3.5923 4.0070  0.46
H -7.2865 6.3460 5.8054  0.34
H -6.6402 4.6561 -0.3034  0.34

gap between HOMO and LUMO = 7.3671 eV
energy relative to the best compared isomer or geometry (same formula, charge and spin) = 569.99 kJ/mol
total charge = 0
lowest unoccupied orbital energy = -1.8 eV
E_HOMO = -9.1340 eV


# 2
A cluster of 2 separate species, C14H16 in total, computed with ωB97M-V/def2-TZVPD.

Last column: Mulliken charge in e.
Positions of all 30 atoms, in Å:
C -0.4380 -2.8893 -1.5088  -1.29
C 1.5571 -2.4330 1.7427  -0.49
C 1.3143 -2.5472 0.3536  -0.46
C 0.4729 -2.2971 2.6494  -0.65
C -0.0322 -2.9033 -0.1032  0.81
C -0.7058 -2.9591 2.2395  -0.38
C -0.9502 -3.1366 0.8834  -0.37
H 2.6404 -2.4254 1.8957  0.34
H 2.0094 -2.6080 -0.4391  0.42
H 0.5928 -1.9465 3.6419  0.42
H -1.5119 -3.2282 2.9685  0.31
H -1.3287 -2.2987 -1.5495  0.35
H -0.8465 -3.9059 -1.8464  0.28
H -1.9002 -3.5562 0.7884  0.35
H 0.3237 -2.3804 -2.0918  0.37
C 1.1137 2.0960 -2.8299  -1.14
C -1.0707 3.3161 0.8291  -0.64
C -1.7602 3.0916 -0.4649  -0.29
C 0.2658 3.0718 0.7741  -0.58
C -1.1042 2.6390 -1.5929  -0.52
C 0.9592 2.6231 -0.3497  -0.63
C 0.2948 2.5078 -1.5824  0.94
H -1.5945 3.6200 1.7194  0.42
H -2.7962 3.4030 -0.5077  0.34
H 0.7792 3.4153 1.5411  0.52
H -1.6952 2.3818 -2.4311  0.41
H 2.0158 2.5207 -0.3435  0.36
H 2.2073 2.0054 -2.7449  0.34
H 0.9882 2.8611 -3.6576  0.29
H 0.6177 1.0628 -3.1824  0.19

gap between HOMO and LUMO = 9.4961 eV
energy relative to the best compared isomer or geometry (same formula, charge and spin) = 237.46 kJ/mol
total charge = 0
lowest unoccupied orbital energy = 0.9 eV
E_HOMO = -8.6439 eV